Record 1
{"formula": "C20H27KN7O9P2S2", "method": "ωB97M-V/def2-TZVPD", "e_homo_ev": -1.8, "spin_multiplicity": 1, "total_charge": -1, "gap_ev": 3.046, "species": ["K", "C", "C", "C", "C", "C", "C", "C", "H", "H", "H", "H", "H", "H", "H", "H", "C", "C", "O", "P", "O", "O", "O", "P", "O", "O", "O", "H", "H", "H", "H", "H", "H", "H", "N", "C", "C", "C", "C", "C", "C", "S", "O", "O", "N", "C", "S", "C", "C", "N", "H", "H", "H", "H", "H", "H", "H", "H", "N", "C", "N", "N", "C", "N", "H", "H", "H", "H"], "coordinates": [[-15.062826, -1.031655, 11.495848], [-13.709391, -6.693824, 10.781412], [-13.040616, -7.006905, 12.121113], [-13.697147, -7.699861, 13.112909], [-13.108460, -7.987337, 14.350510], [-11.775710, -7.560025, 14.552292], [-11.105779, -6.813147, 13.599650], [-11.712068, -6.513747, 12.399937], [-14.787463, -6.520195, 10.919393], [-13.597716, -7.498439, 10.029823], [-13.221774, -5.808934, 10.347803], [-14.680069, -8.102204, 12.906133], [-13.636023, -8.499493, 15.144141], [-11.251424, -7.845574, 15.474399], [-10.106848, -6.442543, 13.826245], [-11.185232, -5.894597, 11.657914], [-13.338254, 1.275853, 16.699828], [-14.640921, 1.993041, 16.111265], [-15.447774, 2.676057, 16.727743], [-14.735405, 1.359903, 14.330185], [-13.131102, 1.017100, 14.187967], [-15.003134, 2.798613, 13.736985], [-15.588810, 0.278689, 13.697368], [-16.545662, -4.672826, 14.618219], [-16.718883, -4.712302, 13.022671], [-17.445924, -3.436561, 14.928626], [-15.138860, -4.857285, 15.203243], [-13.653879, 1.004984, 17.706899], [-12.489181, 1.932745, 16.694072], [-13.102846, 0.371945, 16.138532], [-18.074683, -2.984336, 15.541146], [-12.854093, 0.826609, 13.226920], [-15.850457, 2.803136, 13.266108], [-16.362948, -3.897851, 12.652693], [-11.486930, -8.654450, 5.278045], [-11.037692, -7.845103, 6.300358], [-10.108994, -6.817881, 6.030187], [-9.761262, -5.860778, 6.975047], [-10.380426, -5.933023, 8.227685], [-11.138762, -7.071255, 8.618035], [-11.485162, -7.997332, 7.660634], [-10.272820, -4.493565, 9.310653], [-9.738160, -4.881631, 10.588373], [-9.586119, -3.477281, 8.546764], [-11.824606, -4.171233, 9.637571], [-12.608210, -3.616489, 8.755125], [-12.176241, -3.413167, 7.037334], [-13.769540, -2.872979, 6.675931], [-14.469745, -2.824940, 7.843616], [-13.881958, -3.257110, 8.994207], [-11.059148, -8.608780, 4.370116], [-12.211825, -9.366246, 5.421525], [-9.594240, -6.771801, 5.055613], [-9.029047, -5.091724, 6.707478], [-11.426598, -7.171415, 9.674756], [-12.058063, -8.888104, 7.931105], [-14.055398, -2.567215, 5.700181], [-15.566291, -2.669654, 7.876163], [-10.562297, 1.111279, 7.499684], [-10.741165, 0.549110, 8.710764], [-10.268669, -0.664509, 8.978854], [-11.447961, 1.280666, 9.596920], [-11.942116, 0.809190, 10.655890], [-12.554812, 0.490561, 11.630835], [-10.115192, 0.595622, 6.770721], [-11.132981, 1.920591, 7.321378], [-9.679736, -1.127340, 8.323449], [-10.412949, -1.082323, 9.886638]], "forces_ev_per_angstrom": [[0.267, -0.549, 0.061], [0.186, -0.029, 0.231], [1.557, 0.923, -0.311], [-0.207, -0.786, 0.592], [1.514, 0.740, -0.570], [-0.929, -0.810, 0.787], [0.159, 0.033, 0.088], [-1.436, -0.200, -1.033], [0.369, 0.067, -0.033], [-0.053, 0.086, 0.444], [-0.447, -0.201, 0.171], [-0.233, 0.231, 0.061], [-0.072, -0.053, -0.157], [-0.331, 0.284, -0.272], [-0.133, -0.087, -0.179], [-0.437, -0.402, 0.520], [-2.195, 0.483, 0.728], [0.287, -1.684, 1.769], [1.814, -1.259, -1.723], [1.451, -1.857, -0.894], [-2.140, 0.978, -0.968], [-0.478, 0.589, -1.187], [0.786, 1.893, 1.195], [0.432, -7.100, 3.578], [0.460, 0.421, -1.073], [-1.665, 4.831, 0.273], [-1.079, 2.244, -1.423], [0.374, 0.157, 0.242], [0.363, 0.343, 0.078], [-0.130, 0.283, 0.264], [1.381, -1.251, -0.532], [-0.314, 0.022, 0.617], [0.199, 0.178, -0.047], [0.428, 0.890, -0.894], [-0.595, -0.793, 0.239], [0.101, 0.626, 0.997], [0.353, -0.448, -0.516], [-0.698, -0.557, 0.349], [0.511, 0.198, 0.263], [0.554, 1.206, -0.138], [0.332, -0.407, -1.165], [-1.681, -1.508, 0.780], [0.816, 0.126, -0.288], [0.362, 0.645, -0.228], [1.711, 0.144, 0.660], [-1.406, 0.407, -1.121], [0.157, 0.120, -0.147], [0.061, 0.223, 1.156], [-1.360, -0.554, -0.578], [1.046, 0.214, -0.059], [-0.063, 0.043, 0.157], [0.824, 0.750, 0.008], [-0.524, -0.114, 0.358], [-0.555, -0.127, 0.320], [-0.008, 0.033, -0.683], [0.054, 0.321, -0.090], [-0.267, 0.099, -0.493], [0.779, 0.297, -0.029], [0.065, -0.099, 0.758], [-0.782, 0.043, 1.009], [-0.157, 1.057, 0.036], [1.220, 0.372, -2.439], [-2.536, -1.300, 3.754], [1.587, 0.607, -2.399], [-0.045, -0.007, -0.318], [0.199, -0.062, -0.202], [0.135, -0.830, -0.208], [0.061, -0.131, -0.144]], "mulliken_charge": [0.839, -0.993, 0.604, -0.304, -0.625, -0.266, -0.813, 0.323, 0.483, 0.216, -0.068, 0.356, 0.377, 0.293, 0.387, 0.232, -0.971, 0.524, -0.519, 0.857, -0.472, -0.508, -0.700, -0.804, -0.052, 0.085, -0.384, 0.349, 0.285, 0.361, 0.243, 0.460, 0.347, 0.078, -0.511, 0.887, -0.425, -0.693, -0.024, -0.824, -0.592, 1.186, -0.817, -0.653, -0.322, 0.606, -0.075, -0.493, -0.550, -0.439, 0.180, 0.188, 0.215, 0.361, 0.548, 0.331, 0.420, 0.375, -0.420, 0.741, -0.173, -0.682, 0.515, -0.806, 0.202, 0.243, 0.150, 0.134]}

---

Record 2
{"formula": "C34H28CrO9P2S2", "method": "ωB97M-V/def2-TZVPD", "e_homo_ev": [-8.9, -9.0], "s_squared": 6.016, "spin_multiplicity": 5, "gap_ev": [8.261, 8.030], "species": ["Cr", "C", "C", "C", "C", "C", "C", "C", "S", "O", "C", "C", "C", "C", "C", "C", "C", "C", "C", "C", "C", "C", "C", "C", "C", "C", "C", "C", "C", "C", "S", "O", "C", "C", "C", "C", "C", "C", "C", "H", "H", "H", "H", "H", "H", "H", "H", "H", "H", "H", "H", "H", "H", "H", "H", "H", "H", "H", "H", "H", "H", "H", "H", "H", "H", "O", "P", "O", "O", "O", "P", "O", "O", "O", "H", "H"], "coordinates": [[-1.873600, 0.722364, -1.410024], [6.652442, -0.753882, -2.750983], [5.153798, -0.759328, -2.586738], [4.310315, -0.547828, -3.671894], [2.928054, -0.552786, -3.512036], [2.399911, -0.760330, -2.248222], [3.217040, -0.996310, -1.152197], [4.586103, -0.989900, -1.329345], [0.636272, -0.735790, -2.068441], [0.285909, -1.777659, -1.060885], [0.504094, 0.937530, -1.310053], [0.660070, 1.971011, -2.276382], [0.725108, 3.267879, -1.895857], [0.579847, 3.622770, -0.532550], [0.567026, 4.980956, -0.131591], [0.382382, 5.314015, 1.176269], [0.195656, 4.302081, 2.147752], [0.216553, 2.985619, 1.790893], [0.416217, 2.609972, 0.437536], [0.443378, 1.229878, 0.042890], [0.543098, 0.206618, 1.136602], [1.735652, 0.187072, 1.919551], [2.836046, 1.050974, 1.653827], [3.949950, 1.025027, 2.438659], [4.036126, 0.132838, 3.536864], [3.007457, -0.720022, 3.802230], [1.833133, -0.718545, 3.000919], [0.757740, -1.598820, 3.277235], [-0.379176, -1.566126, 2.531184], [-0.477915, -0.641055, 1.472837], [-2.017208, -0.393855, 0.608045], [-2.759722, 0.672662, 1.348339], [-2.838604, -1.945709, 0.818991], [-3.906953, -1.972168, 1.694996], [-4.607438, -3.161057, 1.847125], [-4.259588, -4.298466, 1.124256], [-5.028780, -5.585779, 1.285140], [-3.183391, -4.229409, 0.237676], [-2.467900, -3.057476, 0.068896], [6.937384, -0.642418, -3.796435], [7.089264, -1.680891, -2.376112], [7.101068, 0.068058, -2.189446], [4.735828, -0.388069, -4.656295], [2.270991, -0.399990, -4.363012], [2.782144, -1.207697, -0.182603], [5.231864, -1.171571, -0.476143], [0.700855, 1.701728, -3.325495], [0.834902, 4.050134, -2.638239], [0.687336, 5.747735, -0.888538], [0.366678, 6.355342, 1.473918], [0.023299, 4.574701, 3.181659], [0.050931, 2.219191, 2.539180], [2.790516, 1.728117, 0.807111], [4.777971, 1.689384, 2.218955], [4.919359, 0.134840, 4.164775], [3.065207, -1.413883, 4.634140], [0.849325, -2.295067, 4.103007], [-1.205176, -2.231927, 2.743961], [-4.187169, -1.069091, 2.224797], [-5.452738, -3.197475, 2.525575], [-5.951469, -5.429935, 1.843644], [-4.432477, -6.328146, 1.821037], [-5.284705, -6.011944, 0.313854], [-2.913132, -5.106509, -0.341257], [-1.640085, -2.998304, -0.627856], [-5.186404, -0.348599, -0.781066], [-4.597125, 0.124732, -2.203632], [-5.532614, -0.103108, -3.303751], [-3.174901, -0.476595, -2.230642], [-4.401571, 1.734432, -1.893423], [-3.242982, 2.806716, -2.289983], [-2.538845, 2.998053, -0.806332], [-3.776339, 4.043884, -2.848057], [-2.132550, 1.982965, -2.940071], [-6.136624, -0.190927, -0.753063], [-3.187109, 3.275185, -0.145693]], "forces_ev_per_angstrom": [[0.194, 0.117, -1.039], [-0.087, 0.004, -0.001], [0.047, -0.004, -0.006], [-0.023, -0.006, 0.009], [0.088, 0.042, 0.049], [0.143, 0.101, -0.172], [0.047, -0.066, 0.041], [0.090, -0.015, 0.016], [-0.150, -0.092, 0.179], [-0.021, 0.252, -0.073], [0.639, -0.201, -0.122], [-0.040, -0.236, -0.106], [-0.005, 0.162, 0.018], [0.003, 0.083, -0.022], [0.004, -0.041, -0.080], [-0.012, -0.031, 0.152], [0.009, 0.092, -0.048], [-0.065, -0.032, 0.002], [-0.132, 0.004, 0.082], [-0.164, -0.011, 0.068], [-0.032, 0.092, -0.063], [0.164, 0.015, -0.035], [-0.002, -0.057, -0.124], [0.058, -0.075, 0.092], [0.001, 0.102, -0.080], [-0.070, -0.056, -0.023], [0.055, -0.040, 0.091], [0.086, -0.004, 0.073], [-0.037, 0.053, -0.048], [-0.060, -0.024, -0.040], [-0.229, 0.153, 1.279], [0.232, -0.511, -0.120], [-0.058, -0.064, -0.163], [-0.014, -0.042, 0.032], [-0.037, -0.017, 0.014], [-0.068, -0.042, 0.032], [0.053, 0.072, 0.000], [0.022, -0.003, -0.010], [0.027, 0.076, 0.037], [-0.018, -0.002, 0.018], [-0.018, 0.010, -0.004], [-0.020, -0.010, -0.004], [-0.025, -0.006, 0.040], [0.056, -0.012, 0.073], [-0.011, 0.030, -0.046], [-0.013, 0.005, -0.046], [-0.037, 0.005, 0.029], [-0.006, -0.037, 0.046], [-0.008, -0.043, 0.032], [-0.012, -0.044, 0.005], [0.016, 0.006, -0.039], [0.009, 0.062, -0.063], [0.021, -0.073, 0.115], [-0.050, -0.037, 0.030], [-0.034, -0.014, -0.056], [-0.010, 0.039, -0.044], [0.006, 0.022, -0.027], [0.018, 0.027, -0.008], [0.002, -0.061, -0.046], [0.037, -0.002, -0.028], [0.031, 0.008, -0.015], [-0.009, 0.027, -0.015], [0.013, 0.026, 0.022], [-0.013, 0.062, 0.022], [-0.041, 0.013, 0.024], [0.109, 0.090, -0.081], [0.082, -0.022, -0.126], [0.137, 0.016, 0.051], [-0.533, 0.403, 0.383], [0.092, -0.004, -0.144], [-0.222, 0.037, -0.239], [-0.271, -0.075, -0.134], [0.063, -0.143, 0.083], [-0.048, 0.065, 0.161], [-0.054, -0.048, -0.016], [0.102, -0.075, 0.155]], "mulliken_charge": [0.951, -1.397, 0.957, -0.875, -0.332, 0.342, -0.349, -0.922, 0.373, -0.563, -0.069, -0.361, -1.336, 1.236, -1.090, -0.724, -0.936, -0.639, 0.703, -0.174, -0.014, 0.893, -0.482, -0.895, -0.768, -0.931, 0.691, -1.374, -1.085, 0.392, 2.716, -0.889, -0.312, -0.261, -0.913, 1.134, -1.531, -0.805, -0.459, 0.349, 0.350, 0.314, 0.318, 0.514, 0.733, 0.428, 0.434, 0.370, 0.457, 0.408, 0.439, 0.545, 0.589, 0.466, 0.419, 0.453, 0.406, 0.579, 0.548, 0.314, 0.370, 0.301, 0.364, 0.407, 0.545, -0.396, 0.697, -0.716, -0.549, -0.226, 0.898, -0.303, -0.778, -0.507, 0.291, 0.267]}